The following is a DFT calculation (ωB97M-V with the def2-TZVPD basis set) of a 2-piece molecular cluster, C2H2BrO2S overall.

Geometry as XYZ:
```
8
Properties=species:S:1:pos:R:3:lowdin_charge:R:1
C -0.793 -0.387 -1.806 -0.837
C -1.022 0.043 -0.188 -0.612
O -0.804 -1.556 -2.083 -0.037
O -0.816 0.693 -2.398 -0.049
S 0.672 -0.125 1.694 0.201
Br -2.340 -1.127 0.520 0.576
H -1.220 1.169 -0.202 0.046
H -0.257 -0.198 2.709 -0.289
```

## Properties
E_HOMO (spin up / spin down) ... -4.845 / -4.844 eV
Energy ... -87078.791 eV
Maximum force ... 2.033 eV/Å
Net charge ... -1
M ... 170.01 Da
Spin multiplicity ... 1

---

The following is a DFT calculation (ωB97M-V with the def2-TZVPD basis set) of C2H2CdFO2 as an isolated structure.

Geometry as XYZ:
```
8
Properties=species:S:1:pos:R:3:lowdin_charge:R:1
H 0.480 -1.344 -0.418 0.207
O -1.001 0.310 -1.117 -0.284
C 0.142 -0.125 -0.776 -0.607
C 0.404 -0.245 0.720 -0.230
O -0.550 0.101 1.476 -0.256
F 1.246 0.484 -1.369 0.017
H 1.451 -0.096 1.047 0.151
Cd -2.172 0.916 0.438 1.001
```

## Properties
E_HOMO (spin up / spin down) ... -7.608 / -9.560 eV
Energy ... -13479.195 eV
Maximum force ... 5.222 eV/Å
Net charge ... 0
M ... 189.45 Da
Spin multiplicity ... 2

---

The following is a DFT calculation (ωB97M-V with the def2-TZVPD basis set) of an isolated ion of composition C2H2Cl2N and charge +1.

Geometry as XYZ:
```
7
Properties=species:S:1:pos:R:3:lowdin_charge:R:1
Cl -2.001 -1.402 0.165 0.866
C -1.197 -0.076 -0.457 -0.483
N -0.042 0.266 -0.091 0.038
C 1.090 0.326 0.413 -0.346
Cl 2.553 -0.661 -0.101 0.675
H -1.729 0.559 -1.169 0.130
H 1.326 0.988 1.240 0.120
```

## Properties
E_HOMO ... -16.815 eV
Energy ... -28632.092 eV
Maximum force ... 3.124 eV/Å
Net charge ... +1
M ... 110.95 Da
Spin multiplicity ... 1

---

The following is a DFT calculation (ωB97M-V with the def2-TZVPD basis set) of a 2-piece molecular cluster, C2H2Cl2OS overall.

Geometry as XYZ:
```
8
Properties=species:S:1:pos:R:3:lowdin_charge:R:1
C 1.313 -0.224 -0.290 -0.628
C -0.699 0.482 0.613 -1.076
O 1.362 -1.551 -0.233 -0.119
S -1.241 1.986 0.146 0.769
Cl 2.790 0.388 0.388 0.594
Cl -1.791 -0.773 0.387 0.566
H 0.614 -1.981 -0.705 0.102
H -2.348 1.673 -0.307 -0.209
```

## Properties
E_HOMO ... -8.069 eV
Energy ... -40028.920 eV
Maximum force ... 3.965 eV/Å
Net charge ... 0
M ... 145.01 Da
Spin multiplicity ... 1

---

The following is a DFT calculation (ωB97M-V with the def2-TZVPD basis set) of a single C2H2Cl2S molecule.

Geometry as XYZ:
```
7
Properties=species:S:1:pos:R:3:lowdin_charge:R:1
S -2.116 0.505 -0.152 0.714
C -0.754 -0.126 0.503 -0.756
C 0.479 -0.041 -0.284 -1.211
Cl 1.448 1.444 -0.148 0.543
Cl 1.582 -1.469 0.061 0.497
H -0.843 -0.379 1.585 0.068
H 0.203 0.066 -1.564 0.145
```

## Properties
E_HOMO ... -9.569 eV
Energy ... -37984.731 eV
Maximum force ... 4.694 eV/Å
Net charge ... 0
M ... 129.01 Da
Spin multiplicity ... 1

---

The following is a DFT calculation (ωB97M-V with the def2-TZVPD basis set) of a 2-piece molecular cluster, C2H2Cl2S2 overall.

Geometry as XYZ:
```
8
Properties=species:S:1:pos:R:3:lowdin_charge:R:1
C 0.941 -0.465 0.266 -1.484
C -0.436 0.065 0.406 -1.201
S 1.327 -1.949 0.706 0.713
S -1.161 0.015 -1.289 0.670
Cl 2.075 0.583 -0.417 0.655
Cl -0.483 1.662 1.150 0.567
H -1.382 -1.064 1.051 0.238
H -0.880 1.152 -1.872 -0.159
```

## Properties
E_HOMO ... -9.371 eV
Energy ... -48818.854 eV
Maximum force ... 4.836 eV/Å
Net charge ... 0
M ... 161.08 Da
Spin multiplicity ... 1

---

The following is a DFT calculation (ωB97M-V with the def2-TZVPD basis set) of a single C2H2Cl3F molecule.

Geometry as XYZ:
```
8
Properties=species:S:1:pos:R:3:lowdin_charge:R:1
F 1.090 1.039 -1.208 -0.099
C 0.619 -0.140 -0.658 -0.758
Cl -0.303 -0.922 -2.077 0.557
C -0.255 0.441 0.472 -1.147
Cl 0.996 0.848 1.678 0.616
Cl -1.444 -0.615 1.125 0.632
H 1.415 -0.781 -0.282 0.095
H -0.635 1.354 -0.069 0.104
```

## Properties
E_HOMO ... -11.336 eV
Energy ... -42390.740 eV
Maximum force ... 1.938 eV/Å
Net charge ... 0
M ... 151.40 Da
Spin multiplicity ... 1

---

The following is a DFT calculation (ωB97M-V with the def2-TZVPD basis set) of a 2-piece molecular cluster, C2H2Cl3NO overall.

Geometry as XYZ:
```
9
Properties=species:S:1:pos:R:3:lowdin_charge:R:1
C 0.255 0.017 0.027 -0.191
C 1.702 0.065 -0.026 -1.576
N -0.256 2.187 0.027 0.106
O 0.668 2.902 0.020 -0.037
Cl 2.412 0.996 -1.367 0.580
Cl 2.310 -1.724 -0.119 0.460
Cl 2.429 0.650 1.515 0.543
H -0.123 -0.153 -0.950 0.065
H 0.064 -0.272 1.025 0.051
```

## Properties
E_HOMO (spin up / spin down) ... -8.911 / -9.161 eV
Energy ... -43206.885 eV
Maximum force ... 3.293 eV/Å
Net charge ... 0
M ... 162.40 Da
Spin multiplicity ... 1

---

The following is a DFT calculation (ωB97M-V with the def2-TZVPD basis set) of a single C2H2Cl3NO molecule.

Geometry as XYZ:
```
9
Properties=species:S:1:pos:R:3:lowdin_charge:R:1
O 1.943 1.537 -0.388 0.026
N 0.856 1.327 0.085 -0.065
C 0.605 -0.084 0.129 -0.348
C -0.989 -0.340 -0.041 -1.568
Cl -1.301 -2.108 0.098 0.566
Cl -1.541 0.304 -1.606 0.582
Cl -1.669 0.623 1.255 0.606
H 1.023 -0.519 1.010 0.112
H 1.074 -0.740 -0.542 0.087
```

## Properties
E_HOMO ... -9.814 eV
Energy ... -43208.204 eV
Maximum force ... 3.583 eV/Å
Net charge ... 0
M ... 162.40 Da
Spin multiplicity ... 1

---

The following is a DFT calculation (ωB97M-V with the def2-TZVPD basis set) of a 2-piece molecular cluster, C2H2Cl3NO overall.

Geometry as XYZ:
```
9
Properties=species:S:1:pos:R:3:lowdin_charge:R:1
Cl -2.238 -1.962 0.603 0.645
C -1.587 -0.397 0.708 -0.700
C -1.741 0.468 -0.291 -1.234
Cl -1.158 2.082 -0.431 0.638
Cl -2.650 -0.032 -1.694 0.580
H -1.218 0.133 1.591 0.087
N 2.028 0.623 -0.961 0.013
O 1.672 0.659 0.166 -0.096
H 1.169 0.240 -1.519 0.067
```

## Properties
E_HOMO ... -9.554 eV
Energy ... -43207.470 eV
Maximum force ... 2.153 eV/Å
Net charge ... 0
M ... 162.40 Da
Spin multiplicity ... 1

---

The following is a DFT calculation (ωB97M-V with the def2-TZVPD basis set) of a 2-piece molecular cluster, C2H2Cl3NS overall.

Geometry as XYZ:
```
9
Properties=species:S:1:pos:R:3:lowdin_charge:R:1
C -0.833 -1.544 2.425 0.063
N 0.016 -0.866 2.006 -0.659
S 1.323 -0.158 1.500 0.626
H -1.624 -2.014 3.080 0.118
Cl 1.197 2.340 -1.427 0.443
C 0.264 0.800 -1.760 -1.530
Cl -1.469 1.182 -1.996 0.474
Cl 0.898 -0.098 -3.131 0.533
H 0.227 0.358 -0.697 -0.067
```

## Properties
E_HOMO ... -9.077 eV
Energy ... -51996.504 eV
Maximum force ... 2.459 eV/Å
Net charge ... 0
M ... 178.47 Da
Spin multiplicity ... 1

---

The following is a DFT calculation (ωB97M-V with the def2-TZVPD basis set) of a single C2H2Cl3NS molecule.

Geometry as XYZ:
```
9
Properties=species:S:1:pos:R:3:lowdin_charge:R:1
N 0.264 0.108 -0.197 0.035
C 1.631 0.107 -0.285 -0.840
S 2.354 -1.458 -0.727 0.497
Cl 3.629 -1.801 0.819 0.121
C 2.393 1.205 -0.156 -1.184
Cl 4.093 1.223 -0.409 0.597
Cl 1.714 2.719 0.341 0.635
H -0.160 0.941 0.179 0.060
H -0.175 -0.768 0.025 0.080
```

## Properties
E_HOMO ... -8.539 eV
Energy ... -51998.473 eV
Maximum force ... 0.632 eV/Å
Net charge ... 0
M ... 178.47 Da
Spin multiplicity ... 1

---

Energy relative to the best compared isomer or geometry (same formula, charge and spin) for the records above, in order: 59.00 0.00 0.00 111.81 26.81 52.70 12.33 93.93 63.52 80.44 45.40 0.00 kcal per mole